(1)
Formula: C29H42CdN8OS2Se
Source: OMol25
Level of theory: ωB97M-V with the def2-TZVPD basis set

The HOMO-LUMO gap (spin up / spin down) comes out at 6.27 / 5.30 eV. The expectation value of S² is 0.76. As for the spin multiplicity: 2. For the HOMO energy (spin up / spin down), the calculation gives -3.817 / -4.030 eV. As for the net charge: -1.

Last column: Mulliken spin population.
Cartesian coordinates (Å):
Cd1 -0.195 0.055 -0.276  -0.009
N1 -1.462 -0.964 3.900  0.002
C1 -1.356 -0.495 2.611  -0.009
S1 -1.312 -1.700 1.385  0.036
N2 -1.398 0.789 2.471  0.008
N3 -1.247 1.348 1.244  -0.003
C2 -1.692 2.555 1.128  0.002
C3 -1.519 3.426 0.015  -0.001
C4 -2.119 4.692 0.085  0.001
C5 -1.980 5.629 -0.909  0.000
C6 -1.204 5.316 -2.029  0.001
C7 -0.596 4.096 -2.132  0.000
C8 -0.725 3.086 -1.133  0.004
O1 -0.147 1.965 -1.304  0.014
H1 -1.105 -1.897 4.038  0.001
H2 -1.203 -0.293 4.609  0.002
H3 -2.241 2.971 1.983  -0.001
H4 -2.708 4.926 0.966  0.000
H5 -2.446 6.601 -0.822  0.000
H6 -1.076 6.051 -2.815  0.000
H7 0.022 3.855 -2.986  0.000
C9 6.043 -4.242 -0.774  0.001
C10 5.148 -3.330 -1.601  0.000
C11 3.664 -3.497 -1.279  0.007
C12 3.249 -2.894 0.076  -0.021
N4 3.754 -1.559 0.266  0.108
C13 3.027 -0.383 -0.137  -0.011
Se1 2.410 -0.387 -1.990  0.045
N5 3.937 0.689 0.148  0.098
C14 3.565 2.067 -0.044  -0.020
C15 4.103 2.676 -1.341  0.009
C16 5.628 2.701 -1.469  0.003
C17 6.226 1.344 -1.830  -0.003
C18 4.855 0.238 1.052  -0.001
C19 5.802 0.914 1.798  0.019
C20 6.593 0.172 2.670  0.017
C21 6.441 -1.199 2.788  0.032
C22 5.516 -1.893 2.017  0.009
C23 4.735 -1.173 1.135  0.029
H8 7.085 -4.112 -1.058  0.000
H9 5.765 -5.283 -0.932  0.000
H10 5.951 -4.014 0.282  -0.002
H11 5.295 -3.550 -2.661  0.000
H12 5.428 -2.286 -1.446  0.001
H13 3.394 -4.557 -1.289  -0.002
H14 3.093 -2.995 -2.060  0.003
H15 3.603 -3.516 0.903  -0.001
H16 2.152 -2.863 0.122  0.009
H17 3.913 2.644 0.821  -0.007
H18 2.469 2.128 -0.081  0.016
H19 3.720 3.698 -1.383  -0.003
H20 3.679 2.124 -2.181  0.002
H21 6.074 3.070 -0.539  -0.001
H22 5.887 3.417 -2.256  0.000
H23 6.313 0.707 -0.957  0.002
H24 7.222 1.467 -2.253  0.000
H25 5.590 0.841 -2.554  0.000
H26 5.907 1.985 1.733  0.000
H27 7.327 0.685 3.276  0.004
H28 7.044 -1.742 3.501  0.005
H29 5.404 -2.960 2.139  -0.002
C24 -4.372 -1.571 -2.474  0.000
N6 -3.052 -1.008 -2.657  0.000
C25 -2.959 0.352 -2.171  0.000
C26 -1.934 -1.801 -2.560  0.002
N7 -0.896 -1.391 -1.942  -0.003
N8 -2.039 -3.041 -3.203  0.000
C27 -0.960 -3.985 -2.985  0.001
C28 -2.518 -3.063 -4.570  0.000
H30 -4.723 -1.391 -1.448  0.000
H31 -4.363 -2.643 -2.653  0.000
H32 -5.071 -1.086 -3.165  0.000
H33 -3.767 0.933 -2.621  0.000
H34 -2.000 0.779 -2.462  0.000
H35 -3.049 0.409 -1.076  0.001
H36 -0.065 -1.956 -2.098  -0.001
H37 -0.066 -3.750 -3.582  0.000
H38 -1.313 -4.977 -3.272  0.000
H39 -0.691 -4.002 -1.929  0.000
H40 -3.187 -2.226 -4.745  0.000
H41 -3.050 -4.001 -4.757  0.000
H42 -1.681 -2.992 -5.275  0.000
S2 2.098 -0.007 2.393  0.286
C29 1.814 -0.292 0.836  0.321

(2)
Formula: C29H42ClDyN3O2Si
Source: OMol25
Level of theory: ωB97M-V with the def2-TZVPD basis set

The HOMO-LUMO gap (spin up / spin down) comes out at 2.36 / 4.14 eV. The expectation value of S² is 9.70. As for the spin multiplicity: 6. For the HOMO energy (spin up / spin down), the calculation gives 0.134 / -1.652 eV. As for the net charge: -1.

Last column: Mulliken spin population.
Cartesian coordinates (Å):
Dy1 -0.024 0.079 -0.281  4.463
Cl1 2.184 -0.180 -1.511  0.042
N1 0.536 2.276 -0.742  0.160
N2 0.363 -2.420 -0.361  0.081
C1 -0.212 3.015 -1.563  -0.028
C2 -0.176 -3.078 -1.360  -0.010
C3 1.687 3.129 -0.362  -0.048
C4 1.047 4.507 -0.456  0.010
C5 2.806 3.006 -1.387  0.008
C6 2.164 2.731 1.026  -0.013
H1 2.455 3.312 -2.385  0.005
H2 3.142 1.963 -1.447  -0.004
H3 3.646 3.645 -1.081  -0.002
H4 1.335 2.835 1.743  -0.034
H5 2.984 3.403 1.314  -0.023
H6 2.536 1.694 1.037  0.078
C7 1.390 -3.325 0.261  -0.051
C8 1.137 -4.653 -0.451  0.057
C9 1.139 -3.398 1.751  -0.225
C10 2.799 -2.830 -0.002  -0.035
H7 2.947 -2.620 -1.065  0.002
H8 3.529 -3.587 0.319  -0.017
H9 2.987 -1.902 0.548  0.051
H10 0.109 -3.721 1.941  0.042
H11 1.267 -2.407 2.207  0.090
H12 1.853 -4.095 2.211  -0.023
O1 0.231 -4.320 -1.549  -0.018
H13 0.625 -5.384 0.189  -0.002
H14 2.017 -5.130 -0.903  0.004
O2 -0.013 4.311 -1.481  -0.004
H15 1.697 5.321 -0.806  0.001
H16 0.550 4.773 0.492  0.003
C11 -1.206 2.466 -2.528  -0.023
C12 -1.207 -2.530 -2.301  0.000
C13 -0.704 -1.286 -2.980  -0.033
H17 -2.073 -2.299 -1.661  0.003
H18 -1.486 -3.312 -3.014  0.001
C14 -0.875 -0.038 -2.418  -0.098
C15 -0.707 1.154 -3.096  -0.021
H19 0.330 0.529 2.405  0.226
C16 0.032 1.094 -4.297  -0.011
C17 0.392 -0.152 -4.817  0.002
C18 0.448 2.340 -5.008  -0.002
C19 0.020 -1.339 -4.189  -0.012
H20 0.895 -0.201 -5.792  0.001
C20 0.370 -2.658 -4.794  -0.001
H21 0.804 -2.499 -5.785  0.000
H22 -0.500 -3.312 -4.917  0.000
H23 1.091 -3.216 -4.182  0.000
H24 -0.381 3.036 -5.166  0.000
H25 0.854 2.076 -5.988  0.000
H26 1.221 2.894 -4.459  0.000
H27 -1.391 3.209 -3.311  -0.001
H28 -2.137 2.321 -1.952  0.011
C21 -2.325 2.664 1.518  0.002
Si1 -1.703 1.773 3.023  -0.061
C22 -0.580 2.892 3.944  0.015
C23 -3.189 1.289 4.003  0.023
N3 -0.715 0.325 2.416  -0.168
C24 -1.069 -0.941 3.011  -0.182
C25 -0.555 -1.316 4.279  0.446
C26 -0.918 -2.548 4.830  -0.020
C27 -1.831 -3.367 4.164  0.012
C28 -2.369 -2.989 2.928  0.333
C29 -2.029 -1.756 2.368  -0.125
H29 -2.976 3.465 1.909  0.002
H30 -2.923 2.026 0.853  0.009
H31 -1.534 3.151 0.941  0.008
H32 -1.240 3.370 4.690  0.004
H33 0.207 2.335 4.462  0.000
H34 -0.146 3.641 3.264  0.001
H35 -3.941 0.725 3.426  0.006
H36 -2.941 0.711 4.901  -0.006
H37 -3.653 2.233 4.342  0.001
H38 0.096 -0.653 4.867  0.051
H39 -0.478 -2.857 5.782  -0.003
H40 -2.107 -4.322 4.610  0.024
H41 -3.077 -3.663 2.426  0.039
H42 -2.529 -1.415 1.444  -0.014

(3)
Formula: C29H42IN13O2Y
Source: OMol25
Level of theory: ωB97M-V with the def2-TZVPD basis set

The HOMO-LUMO gap comes out at 7.85 eV. As for the spin multiplicity: 1. For the HOMO energy, the calculation gives -15.990 eV. As for the net charge: +3.

Last column: Mulliken charge in e.
Cartesian coordinates (Å):
Y1 -0.068 -0.918 0.108  0.914
N1 -2.249 -2.370 0.533  -0.339
C1 -2.025 -3.729 1.102  -0.878
C2 -0.953 -3.641 2.154  -0.493
N2 0.286 -3.147 1.509  -0.516
H1 -2.856 -1.876 1.177  0.257
H2 -2.798 -2.448 -0.316  0.246
H3 -1.710 -4.393 0.297  0.347
H4 -2.937 -4.140 1.524  0.473
H5 -0.816 -4.607 2.636  0.487
H6 -1.251 -2.931 2.927  0.286
H7 0.695 -3.912 0.989  0.376
H8 0.967 -2.911 2.219  0.102
C3 1.252 1.988 -1.442  -1.202
N3 0.093 2.723 -0.991  0.465
C4 -0.042 4.106 -1.487  -0.559
C5 -0.750 4.824 -0.339  -0.726
N4 -0.891 3.777 0.691  0.059
C6 -1.591 4.135 1.930  -0.965
C7 -0.332 2.616 0.311  -0.227
N5 -0.199 1.478 0.958  0.579
C8 -0.386 1.458 2.411  -0.834
C9 -0.231 0.026 2.878  -1.278
N6 0.994 -0.541 2.336  0.148
C10 2.087 -0.615 3.069  0.131
N7 3.239 -1.154 2.546  0.099
C11 3.625 -1.016 1.158  -0.244
C12 4.325 -1.181 3.534  -0.572
C13 3.629 -0.769 4.826  -0.709
N8 2.308 -0.302 4.369  0.042
C14 1.455 0.338 5.377  -0.892
H9 1.448 2.250 -2.478  0.461
H10 1.071 0.925 -1.434  0.437
H11 2.146 2.196 -0.846  0.277
H12 -0.618 4.126 -2.409  0.246
H13 0.938 4.538 -1.688  0.396
H14 -1.733 5.193 -0.628  0.441
H15 -0.178 5.663 0.050  0.418
H16 -2.016 5.125 1.783  0.402
H17 -0.923 4.187 2.787  0.334
H18 -2.418 3.462 2.143  0.350
H19 -1.364 1.817 2.729  0.469
H20 0.375 2.067 2.905  0.699
H21 -1.085 -0.559 2.483  -0.489
H22 -0.301 -0.039 3.951  0.867
H23 2.773 -0.702 0.571  -0.586
H24 4.007 -1.957 0.765  0.426
H25 4.405 -0.257 1.052  0.392
H26 5.113 -0.481 3.252  0.346
H27 4.762 -2.174 3.598  0.351
H28 4.147 0.036 5.338  0.463
H29 3.517 -1.600 5.521  0.324
H30 2.110 0.736 6.147  0.334
H31 0.771 -0.362 5.861  0.330
H32 0.903 1.178 4.969  0.338
O1 -2.710 0.938 -7.024  -0.531
N9 -2.603 1.818 -6.186  0.876
O2 -2.564 3.014 -6.400  -0.512
C15 -2.447 1.385 -4.774  0.397
C16 -3.179 2.039 -3.869  -1.017
C17 -3.114 1.650 -2.496  1.399
C18 -3.951 2.231 -1.532  -0.875
C19 -3.879 1.800 -0.234  -1.272
C20 -2.944 0.818 0.076  -0.219
N10 -2.126 0.264 -0.808  0.851
C21 -2.216 0.657 -2.094  -1.006
C22 -1.395 -0.012 -3.075  0.205
N11 -0.534 -0.975 -2.636  0.197
C23 0.113 -1.669 -3.559  0.076
C24 -0.008 -1.445 -4.930  -1.221
C25 -0.822 -0.443 -5.374  -0.937
C26 -1.553 0.306 -4.429  0.796
H33 -3.834 2.846 -4.178  0.567
H34 -4.659 3.001 -1.827  0.538
H35 -4.527 2.197 0.537  0.569
H36 -2.858 0.474 1.102  0.256
H37 0.782 -2.442 -3.220  0.220
H38 0.555 -2.058 -5.623  0.527
H39 -0.923 -0.242 -6.428  0.566
I1 1.978 -6.383 -2.752  0.253
C27 2.137 -4.449 -2.073  -0.896
C28 3.201 -3.585 -2.202  -0.200
N12 2.844 -2.433 -1.607  -0.426
N13 1.605 -2.480 -1.093  0.670
C29 1.177 -3.713 -1.379  -0.616
H40 4.171 -3.722 -2.667  0.489
H41 3.393 -1.595 -1.553  0.120
H42 0.174 -4.029 -1.114  0.553

| no. | calculated total energy (eV) |
| --- | --- |
| 1 | -136305.12459 |
| 2 | -83804.71470 |
| 3 | -63343.42025 |